Here is an isolated molecule of C2H6N2O2S from the Open Molecules 2025 dataset. Energies are from ωB97M-V with the def2-TZVPD basis set.

Geometry as XYZ:
```
13
Properties=species:S:1:pos:R:3:forces:R:3:mulliken_charge:R:1
C -1.53960 -0.95801 0.56934 0.9 0.5 -0.2 -0.81
N -0.69326 0.06776 -0.09156 0.4 -1.6 -0.2 0.08
O -1.00548 1.36636 0.23996 -0.6 0.7 0.0 -0.48
C 0.63610 -0.19126 -0.38268 -0.5 0.1 0.9 0.31
S 1.13758 -1.73596 -0.76024 0.5 0.6 -0.3 -0.47
N 1.42565 0.91573 -0.28856 -1.6 -0.5 -0.2 -0.06
O 2.77331 0.77512 -0.33958 1.1 0.0 -0.1 -0.37
H -1.09068 -1.93765 0.38397 -0.2 0.3 -0.1 0.28
H -1.58776 -0.79606 1.65274 0.0 0.2 -0.2 0.30
H -2.50921 -0.87856 0.12153 -0.7 -0.2 -0.1 0.27
H -1.59749 1.66771 -0.47874 0.4 -0.1 0.5 0.35
H 1.16766 1.57738 0.41680 -0.1 0.4 0.1 0.27
H 2.88317 0.12746 -1.04300 0.4 -0.5 -0.2 0.31
```
Forces are in eV/Å.

## Properties
- Total charge: 0
- SMILES: CN(O)C(=S)NO
- ΔE to the lowest compared entry with this formula, charge and spin: 84.6 kcal per mole
- Orbital gap: 0.3371 Ha
- HOMO energy: -0.3178 Eh
- Total energy: -737.8682 Eh
- Strongest force on any atom: 1.70 eV/A